# 1
{
  "formula": "C18H19NO5S",
  "method": "ωB97M-V/def2-TZVPD",
  "gap_ev": 8.12,
  "e_tot_ha": -1526.43476,
  "spin_multiplicity": 1,
  "smiles": "COc1ccc(NC(=O)CSc2ccc3c(c2)OCCO3)cc1OC",
  "lumo_energy_ev": 0.58,
  "de_lowest_kcal_mol": 42.3,
  "species": ["S", "O", "O", "O", "O", "O", "N", "C", "C", "C", "C", "C", "C", "C", "C", "C", "C", "C", "C", "C", "C", "C", "C", "C", "C", "H", "H", "H", "H", "H", "H", "H", "H", "H", "H", "H", "H", "H", "H", "H", "H", "H", "H", "H"],
  "coordinates": [[-3.252, -1.193, 1.995], [-1.904, -3.280, -0.830], [1.496, 0.768, -4.641], [0.923, 2.776, 3.402], [0.916, 0.204, 4.637], [0.383, -1.567, -4.798], [-0.953, -1.326, -0.120], [-1.005, -0.353, 3.377], [2.098, 2.037, -4.622], [2.059, 2.239, 4.044], [-2.042, 1.266, 1.928], [-2.243, -2.616, 1.441], [1.633, 1.297, 5.168], [0.916, 0.311, -3.496], [0.262, 0.435, -1.180], [-1.694, -2.450, 0.027], [-0.045, 1.847, 3.138], [-0.337, -0.811, -1.268], [0.883, 0.989, -2.290], [-0.309, -1.510, -2.473], [0.308, -0.963, -3.584], [-0.030, 0.573, 3.720], [-0.204, -2.837, -4.946], [-1.071, 2.187, 2.264], [-1.992, -0.018, 2.463], [1.375, 2.823, -4.378], [-1.281, -2.808, -4.756], [0.259, -3.574, -4.283], [-0.974, -1.322, 3.849], [2.476, 2.198, -5.630], [1.004, 1.845, 5.882], [2.627, 3.088, 4.429], [-0.026, -3.122, -5.982], [-0.784, -2.474, -2.518], [-1.432, -2.769, 2.153], [1.338, 1.961, -2.196], [2.671, 1.685, 3.319], [-0.896, -0.709, 0.682], [-2.832, 1.525, 1.242], [2.497, 0.878, 5.685], [-1.079, 3.182, 1.848], [-2.911, -3.475, 1.458], [0.241, 0.984, -0.249], [2.932, 2.079, -3.913]]
}

# 2
{
  "formula": "C42H36AsCrF5NO5PS5Se",
  "method": "ωB97M-V/def2-TZVPD",
  "gap_ev": [6.97, 7.46],
  "e_tot_ha": -10566.46064,
  "spin_multiplicity": 2,
  "total_charge": -1,
  "lumo_energy_ev": [1.68, 2.17],
  "species": ["Se", "As", "Cr", "S", "S", "S", "S", "S", "P", "F", "F", "F", "F", "F", "O", "O", "O", "O", "O", "N", "C", "C", "C", "C", "C", "C", "C", "C", "C", "C", "C", "C", "C", "C", "C", "C", "C", "C", "C", "C", "C", "C", "C", "C", "C", "C", "C", "C", "C", "C", "C", "C", "C", "C", "C", "C", "C", "C", "C", "C", "C", "C", "H", "H", "H", "H", "H", "H", "H", "H", "H", "H", "H", "H", "H", "H", "H", "H", "H", "H", "H", "H", "H", "H", "H", "H", "H", "H", "H", "H", "H", "H", "H", "H", "H", "H", "H", "H"],
  "coordinates": [[1.446, -1.001, 2.426], [-0.816, 0.182, -4.621], [-0.018, 0.892, 1.779], [-1.771, 4.733, 2.902], [3.076, 7.061, 0.637], [1.524, 4.576, 0.091], [0.590, 6.353, 2.117], [-0.706, 2.607, 0.339], [-0.911, -0.536, -0.072], [2.038, 1.323, 0.575], [4.256, -1.318, 3.793], [6.579, 2.081, 1.553], [6.513, 0.071, 3.374], [4.338, 2.690, 0.128], [-1.297, -2.012, 3.727], [0.906, 2.050, 2.994], [-3.552, 1.550, 3.485], [2.641, 2.294, 4.358], [-1.763, 0.681, 2.491], [-0.492, 0.572, 4.876], [-3.152, 4.763, 1.736], [-0.191, -2.171, -0.481], [1.532, 1.853, 4.123], [-3.623, -0.008, -0.396], [1.657, 1.536, -4.046], [-0.809, 0.197, -1.756], [-5.372, -1.033, 0.893], [-0.377, 4.926, 1.850], [4.238, -0.333, 2.885], [1.766, -3.371, -1.237], [-1.467, 1.619, 4.675], [-0.824, -1.417, -5.744], [-1.293, -0.671, -2.905], [-1.678, -3.601, -6.325], [-2.679, -0.833, 0.207], [-2.368, 1.293, 3.493], [5.409, 0.375, 2.683], [-0.061, -2.540, -7.743], [-3.094, -1.746, 1.175], [-4.965, -0.111, -0.058], [0.069, 4.075, 0.907], [-0.979, -0.557, 5.654], [1.103, 0.280, -4.275], [3.078, -0.042, 2.188], [3.157, 0.993, 1.277], [-0.035, -1.446, -6.892], [-0.696, -1.901, 5.003], [2.991, 1.665, -3.680], [0.832, 1.033, 5.214], [1.802, 6.054, 0.929], [3.241, -0.722, -3.793], [-0.937, -3.335, -0.637], [-1.646, -2.505, -5.470], [1.167, -2.202, -0.799], [1.018, -4.533, -1.364], [1.905, -0.851, -4.143], [4.306, 1.717, 1.038], [3.784, 0.535, -3.557], [-0.885, -3.622, -7.461], [-4.433, -1.848, 1.511], [-0.336, -4.511, -1.067], [5.446, 1.402, 1.757], [-3.356, 5.773, 1.385], [0.856, 1.644, 6.131], [-1.121, -2.680, 5.645], [1.478, 0.170, 5.393], [-2.267, -2.514, -4.583], [1.037, 2.421, -4.129], [0.565, -2.549, -8.627], [-6.416, -1.101, 1.171], [3.404, 2.646, -3.481], [0.381, -2.081, 4.922], [-0.946, 2.535, 4.403], [-0.906, -4.477, -8.124], [-1.442, -1.118, 3.376], [4.824, 0.631, -3.271], [-1.309, 1.166, -1.736], [0.255, 0.429, -1.869], [-1.999, -3.330, -0.434], [3.855, -1.607, -3.688], [0.619, -0.610, -7.119], [1.486, -1.838, -4.301], [-2.064, -0.460, 5.762], [1.765, -1.304, -0.709], [-0.843, -1.665, -2.879], [1.489, -5.450, -1.696], [-2.321, -4.441, -6.095], [-2.947, 4.092, 0.906], [-2.378, -0.790, -2.882], [-4.739, -2.548, 2.278], [-0.563, -0.553, 6.674], [-4.007, 4.369, 2.285], [-2.368, -2.354, 1.703], [2.823, -3.373, -1.470], [-3.315, 0.744, -1.112], [-5.687, 0.546, -0.525], [-0.933, -5.408, -1.176], [-2.092, 1.829, 5.552]]
}

# 3
{
  "formula": "C3H3O2Pr",
  "method": "ωB97M-V/def2-TZVPD",
  "gap_ev": [5.16, 5.16],
  "e_tot_ha": -783.23146,
  "spin_multiplicity": 4,
  "total_charge": 1,
  "lumo_energy_ev": [-5.47, -5.49],
  "de_lowest_kcal_mol": 12.0,
  "species": ["Pr", "O", "O", "C", "C", "C", "H", "H", "H"],
  "coordinates": [[-0.840, -4.156, -2.288], [0.296, -4.565, -0.201], [-0.364, -2.438, -0.285], [-0.040, -1.450, 0.738], [0.215, -3.501, 0.476], [0.586, -2.476, 1.626], [-0.983, -0.994, 1.077], [0.671, -0.726, 0.309], [0.153, -2.814, 2.568]]
}

# 4
{
  "formula": "C4H6ClNO2",
  "method": "ωB97M-V/def2-TZVPD",
  "gap_ev": 9.13,
  "e_tot_ha": -821.32347,
  "spin_multiplicity": 1,
  "smiles": "O/C=C/Cl.N=C=CO",
  "lumo_energy_ev": 0.55,
  "de_lowest_kcal_mol": 93.6,
  "species": ["Cl", "O", "O", "N", "C", "C", "C", "C", "H", "H", "H", "H", "H", "H"],
  "coordinates": [[2.357, 0.448, 1.361], [1.051, -1.147, -2.017], [-1.559, 0.238, -1.046], [-1.833, 0.384, 2.440], [-1.579, 0.671, 1.272], [1.600, -0.300, -1.123], [1.709, -0.600, 0.157], [-1.317, 1.048, 0.038], [1.945, 0.727, -1.511], [-0.753, 2.070, -0.083], [0.556, -1.943, -1.745], [1.280, -1.512, 0.547], [-2.425, 0.020, -1.203], [-1.031, -0.104, 2.914]]
}